No. 1
Density functional theory data (ωB97M-V/def2-TZVPD) for C6H8N2O2S as an isolated structure at a distorted geometry.

```
! wB97M-V def2-TZVPD RIJCOSX def2/J DEFGRID3
* xyz 0 1
C -1.750 0.439 0.565
C -1.437 1.638 0.029
C 0.829 1.464 -0.908
C -1.062 -0.868 0.476
C 0.373 -1.007 0.184
C 1.631 -1.152 1.035
N -0.184 2.087 -0.403
N 0.622 -1.083 -1.080
O -0.316 -0.923 -1.907
O 1.782 -1.134 -1.543
S 2.067 1.065 -1.637
H -2.792 0.316 0.948
H -2.215 2.354 -0.044
H -1.376 -1.381 1.361
H -1.685 -1.387 -0.392
H 1.588 -0.541 1.982
H 2.440 -0.802 0.566
H 1.609 -2.184 1.248
H -0.122 3.099 -0.481
*
```

The total energy comes out at -24255.1983 eV. The LUMO energy comes out at -0.2 eV. The calculation puts the energy above the lowest of the compared OMol25 structures with the same formula, charge and spin at 174.7 kcal per mole.

What are the Mulliken partial charges on each atom? They are as follows, in elementary charge units: atom 1 (C): -0.424, atom 2 (C): -0.248, atom 3 (C): 0.511, atom 4 (C): -0.440, atom 5 (C): 0.217, atom 6 (C): -1.487, atom 7 (N): -0.142, atom 8 (N): 0.841, atom 9 (O): -0.725, atom 10 (O): -0.725, atom 11 (S): -0.210, atom 12 (H): 0.283, atom 13 (H): 0.386, atom 14 (H): 0.449, atom 15 (H): 0.288, atom 16 (H): 0.301, atom 17 (H): 0.435, atom 18 (H): 0.374, atom 19 (H): 0.315



No. 2
Density functional theory data (ωB97M-V/def2-TZVPD) for C41H74B2N6O2S4Sr as an isolated structure at a distorted geometry.

```
! wB97M-V def2-TZVPD RIJCOSX def2/J DEFGRID3
* xyz 0 1
Sr 0.045 0.426 -0.284
C 2.297 3.989 0.705
C 1.950 4.854 -0.520
S 2.909 4.527 -2.041
C 2.009 3.487 -3.283
C 0.489 3.626 -3.476
S -0.164 2.740 -2.093
C -1.807 3.559 -1.756
C -2.719 2.852 -0.735
S -2.708 1.036 -0.891
C -0.538 1.601 1.992
C -0.017 2.548 0.728
S 1.871 2.301 0.374
H 1.761 4.316 1.596
H 3.370 3.967 0.902
H 2.102 5.913 -0.306
H 0.896 4.715 -0.763
H 2.251 2.451 -3.038
H 2.540 3.737 -4.202
H 0.150 3.273 -4.450
H 0.205 4.675 -3.357
H -2.295 3.545 -2.732
H -1.582 4.589 -1.466
H -3.731 3.244 -0.859
H -2.438 3.138 0.283
H -1.366 0.981 1.577
H 0.326 1.132 2.480
H -0.244 3.597 0.898
H -0.845 2.185 0.055
C 0.275 -1.252 -5.094
C -0.449 -0.561 -3.934
C -1.543 0.370 -4.454
C -0.992 -1.593 -2.987
C -1.859 -2.655 -3.270
C -1.922 -3.385 -2.100
C -2.631 -4.682 -1.841
C -4.039 -4.662 -2.437
C -1.825 -5.856 -2.404
N -1.121 -2.787 -1.196
N -0.560 -1.680 -1.732
B -0.509 -3.432 0.083
N -1.148 -3.004 1.404
N -1.195 -1.718 1.835
C -1.953 -1.722 2.931
C -2.377 -3.022 3.234
C -1.849 -3.812 2.237
C -1.990 -5.310 2.151
C -1.335 -5.974 3.364
C -3.466 -5.705 2.052
C -2.391 -0.476 3.650
C -2.686 -0.766 5.124
C -3.634 0.131 2.964
N 1.026 -3.249 0.068
N 1.624 -2.024 0.066
C 2.897 -2.233 -0.262
C 3.132 -3.590 -0.498
C 1.918 -4.210 -0.269
C 1.683 -5.693 -0.203
C 2.316 -6.402 -1.400
C 2.239 -6.245 1.114
C 3.893 -1.126 -0.459
C 3.529 -0.301 -1.697
C 4.019 -0.271 0.806
H 0.783 -0.519 -5.724
H 1.013 -1.968 -4.729
H -0.438 -1.796 -5.718
H 0.294 0.015 -3.368
H -2.369 -0.218 -4.860
H -1.944 0.987 -3.651
H -1.162 1.010 -5.256
H -2.380 -2.856 -4.192
H -2.722 -4.811 -0.762
H -3.999 -4.605 -3.527
H -4.580 -5.572 -2.171
H -4.608 -3.805 -2.075
H -1.789 -5.801 -3.494
H -0.797 -5.844 -2.038
H -2.280 -6.809 -2.124
H -0.736 -4.589 -0.033
H -2.972 -3.347 4.071
H -1.480 -5.668 1.259
H -1.811 -5.644 4.289
H -1.426 -7.061 3.303
H -0.275 -5.721 3.426
H -4.000 -5.433 2.965
H -3.958 -5.201 1.219
H -3.567 -6.784 1.910
H -1.564 0.237 3.638
H -3.570 -1.397 5.230
H -1.847 -1.264 5.614
H -2.889 0.167 5.655
H -4.375 0.436 3.707
H -3.399 1.009 2.366
H -4.098 -0.594 2.296
H 4.072 -4.054 -0.750
H 0.613 -5.887 -0.216
H 3.403 -6.305 -1.380
H 2.077 -7.467 -1.383
H 1.960 -5.984 -2.342
H 3.325 -6.139 1.145
H 1.828 -5.704 1.969
H 1.993 -7.303 1.224
H 4.862 -1.598 -0.643
H 2.634 0.296 -1.525
H 4.327 0.394 -1.970
H 3.321 -0.949 -2.550
H 3.038 0.023 1.179
H 4.503 -0.835 1.605
H 4.600 0.637 0.626
C -1.268 3.360 5.967
C -0.885 4.155 4.725
C -0.053 5.365 5.097
O -0.110 3.267 3.880
B -1.008 2.660 3.024
O -2.264 3.211 3.109
C -2.107 4.465 3.817
C -3.389 4.789 4.554
C -1.805 5.529 2.765
H -0.361 2.950 6.411
H -1.931 2.531 5.715
H -1.763 3.991 6.707
H 0.745 5.071 5.779
H -0.673 6.110 5.599
H 0.401 5.825 4.221
H -3.724 3.944 5.152
H -4.175 5.031 3.839
H -3.246 5.652 5.208
H -0.787 5.436 2.380
H -1.923 6.534 3.172
H -2.505 5.406 1.938
*
```

The total energy comes out at -102289.4201 eV. The LUMO energy comes out at 0.2 eV. The calculation puts the energy above the lowest of the compared OMol25 structures with the same formula, charge and spin at 42.9 kcal per mole.

Here are the Mulliken charges for atoms 1 to 99, given in e: atom 1 (Sr): 0.770, atom 2 (C): -0.589, atom 3 (C): -0.055, atom 4 (S): -0.176, atom 5 (C): -0.275, atom 6 (C): -0.933, atom 7 (S): 1.233, atom 8 (C): -1.610, atom 9 (C): 0.247, atom 10 (S): -0.176, atom 11 (C): 2.454, atom 12 (C): -1.518, atom 13 (S): 0.709, atom 14 (H): 0.010, atom 15 (H): 0.519, atom 16 (H): 0.505, atom 17 (H): -0.382, atom 18 (H): -0.010, atom 19 (H): 0.470, atom 20 (H): 0.504, atom 21 (H): 0.423, atom 22 (H): 0.551, atom 23 (H): 0.648, atom 24 (H): 0.656, atom 25 (H): -0.589, atom 26 (H): 0.165, atom 27 (H): 0.005, atom 28 (H): -0.011, atom 29 (H): -2.323, atom 30 (C): -1.740, atom 31 (C): 2.000, atom 32 (C): -1.410, atom 33 (C): -0.740, atom 34 (C): -0.563, atom 35 (C): -0.276, atom 36 (C): 1.877, atom 37 (C): -1.731, atom 38 (C): -1.496, atom 39 (N): 0.431, atom 40 (N): 0.753, atom 41 (B): 0.682, atom 42 (N): 0.412, atom 43 (N): 0.209, atom 44 (C): -1.023, atom 45 (C): -0.585, atom 46 (C): -0.439, atom 47 (C): 1.414, atom 48 (C): -1.547, atom 49 (C): -1.683, atom 50 (C): 3.377, atom 51 (C): -2.073, atom 52 (C): -1.021, atom 53 (N): 0.582, atom 54 (N): 0.062, atom 55 (C): -0.116, atom 56 (C): -0.514, atom 57 (C): -0.342, atom 58 (C): 1.493, atom 59 (C): -1.842, atom 60 (C): -1.652, atom 61 (C): 0.150, atom 62 (C): -0.898, atom 63 (C): -1.092, atom 64 (H): 0.453, atom 65 (H): 0.362, atom 66 (H): 0.344, atom 67 (H): -0.682, atom 68 (H): 0.337, atom 69 (H): 0.109, atom 70 (H): 0.382, atom 71 (H): 0.459, atom 72 (H): -0.973, atom 73 (H): 0.323, atom 74 (H): 0.448, atom 75 (H): 0.392, atom 76 (H): 0.384, atom 77 (H): 0.153, atom 78 (H): 0.383, atom 79 (H): -1.161, atom 80 (H): 0.432, atom 81 (H): -0.502, atom 82 (H): 0.297, atom 83 (H): 0.441, atom 84 (H): 0.331, atom 85 (H): 0.377, atom 86 (H): 0.317, atom 87 (H): 0.412, atom 88 (H): -0.948, atom 89 (H): 0.428, atom 90 (H): 0.375, atom 91 (H): 0.453, atom 92 (H): 0.421, atom 93 (H): -0.004, atom 94 (H): 0.230, atom 95 (H): 0.435, atom 96 (H): -0.513, atom 97 (H): 0.429, atom 98 (H): 0.408, atom 99 (H): 0.345



No. 3
Density functional theory data (ωB97M-V/def2-TZVPD) for C23H23Cl2IrN6O3P as an isolated structure.

```
! wB97M-V def2-TZVPD RIJCOSX def2/J DEFGRID3
* xyz 1 1
Ir 0.578 -0.459 0.140
N -3.861 1.541 -2.869
C -3.141 0.410 -2.778
N -2.617 -0.066 -1.701
C -2.808 0.638 -0.524
N -2.257 0.282 0.585
N -1.355 -0.765 0.507
C -1.752 -1.927 0.876
C -0.741 -2.970 0.925
C -1.033 -4.283 1.255
C -0.009 -5.215 1.272
C 1.274 -4.800 0.955
C 1.488 -3.470 0.638
N 0.512 -2.562 0.621
C -3.643 1.844 -0.518
C -3.923 2.571 0.642
C -4.693 3.711 0.576
C -5.195 4.147 -0.652
C -4.930 3.445 -1.808
C -4.153 2.291 -1.732
H -4.235 1.824 -3.760
H -3.004 -0.133 -3.708
H -2.785 -2.103 1.149
H -2.051 -4.560 1.492
H -0.209 -6.246 1.527
H 2.105 -5.490 0.952
H 2.478 -3.116 0.389
H -3.523 2.216 1.581
H -4.912 4.270 1.475
H -5.798 5.044 -0.701
H -5.316 3.780 -2.763
C 0.180 1.451 -2.950
O -0.227 2.121 -1.755
P 0.450 1.645 -0.387
O -0.250 2.761 0.492
C -0.183 2.691 1.921
O 1.985 2.184 -0.558
C 3.071 1.323 -0.428
H -0.431 1.848 -3.756
H 0.026 0.374 -2.860
H 1.229 1.666 -3.169
H 0.795 3.031 2.265
H -0.375 1.675 2.267
H -0.950 3.366 2.290
H 3.654 1.602 0.447
H 3.695 1.410 -1.319
H 2.705 -0.533 -1.209
Cl 2.674 0.423 2.706
C 3.720 -0.686 1.893
C 4.637 -1.406 2.640
C 5.484 -2.305 2.013
C 5.425 -2.481 0.641
C 4.510 -1.747 -0.094
Cl 4.424 -1.995 -1.813
C 3.634 -0.846 0.511
N 2.668 -0.122 -0.276
H 4.677 -1.256 3.710
H 6.198 -2.869 2.598
H 6.082 -3.174 0.135
*
```

The total energy comes out at -76477.5369 eV. The LUMO energy comes out at -3.1 eV. The calculation puts the energy above the lowest of the compared OMol25 structures with the same formula, charge and spin at 0.0 kcal per mole.

What are the Mulliken partial charges on each atom? They are as follows, in elementary charge units: atom 1 (Ir): 1.068, atom 2 (N): 0.042, atom 3 (C): -0.399, atom 4 (N): -0.427, atom 5 (C): 0.299, atom 6 (N): -1.169, atom 7 (N): 0.753, atom 8 (C): -0.245, atom 9 (C): 0.528, atom 10 (C): -1.029, atom 11 (C): -0.229, atom 12 (C): -0.934, atom 13 (C): 0.479, atom 14 (N): -0.102, atom 15 (C): 1.010, atom 16 (C): -0.293, atom 17 (C): -0.979, atom 18 (C): -0.417, atom 19 (C): -0.922, atom 20 (C): 0.203, atom 21 (H): 0.232, atom 22 (H): 0.398, atom 23 (H): 0.431, atom 24 (H): 0.417, atom 25 (H): 0.453, atom 26 (H): 0.425, atom 27 (H): 0.165, atom 28 (H): 0.543, atom 29 (H): 0.427, atom 30 (H): 0.413, atom 31 (H): 0.396, atom 32 (C): -0.896, atom 33 (O): -0.265, atom 34 (P): 0.149, atom 35 (O): -0.326, atom 36 (C): -0.648, atom 37 (O): -0.339, atom 38 (C): -0.717, atom 39 (H): 0.282, atom 40 (H): 0.369, atom 41 (H): 0.262, atom 42 (H): 0.279, atom 43 (H): 0.347, atom 44 (H): 0.241, atom 45 (H): 0.429, atom 46 (H): 0.242, atom 47 (H): 0.497, atom 48 (Cl): -0.114, atom 49 (C): 0.988, atom 50 (C): -0.783, atom 51 (C): -0.488, atom 52 (C): -0.515, atom 53 (C): 0.695, atom 54 (Cl): -0.208, atom 55 (C): -1.576, atom 56 (N): 0.186, atom 57 (H): 0.471, atom 58 (H): 0.424, atom 59 (H): 0.477



- energy above the lowest of the compared OMol25 structures with the same formula, charge and spin of number 1 (C6H8N2O2S)?
  174.7 kcal per mole